# 1
# C30H42N2O2P2Pb

A structure of composition C30H42N2O2P2Pb at a distorted geometry (ωB97M-V with the def2-TZVPD basis set, OMol25).

- lowest unoccupied orbital energy (Eh) = -0.0431
- HOMO-LUMO gap (eV) = 6.5
- strongest force on any atom (eV/Å) = 3.192
- energy relative to the best compared isomer or geometry (same formula, charge and spin) (eV) = 2.175
- E (Eh) = -2303.7818

Last column: Löwdin charge in e.
Geometry (Å):
P -2.07234 -1.67404 -4.07795  0.857
P 0.37991 -3.24876 -2.80676  0.600
C -0.73589 -2.43884 -5.18219  -0.426
C -0.25917 -3.70315 -4.48014  -0.416
H 0.07783 -1.69781 -5.29887  0.070
H -1.17125 -2.67894 -6.16583  0.086
H -1.07712 -4.42745 -4.32139  0.080
H 0.55597 -4.20878 -5.01472  0.092
C 1.88058 -2.26532 -3.19239  -0.241
H 2.37745 -1.97335 -2.25252  0.051
H 1.65069 -1.34844 -3.75856  0.023
H 2.55592 -2.89325 -3.79337  0.058
C 1.01077 -4.85709 -2.24659  -0.305
H 1.80659 -5.16471 -2.93720  0.052
H 0.20427 -5.60519 -2.26117  0.052
H 1.40770 -4.75496 -1.22648  0.042
C -2.23032 -0.18850 -5.20423  -0.286
H -2.98278 0.48402 -4.76979  0.042
H -2.56048 -0.50162 -6.20823  0.044
H -1.27208 0.34860 -5.29332  0.029
C -3.45445 -2.64207 -4.86047  -0.296
H -3.35636 -3.71030 -4.61630  0.035
H -3.42993 -2.51318 -5.95456  0.038
H -4.39566 -2.23588 -4.46455  0.041
Pb -1.09667 -2.66650 -0.73036  1.085
C 2.56744 0.87164 -1.94493  -0.129
C 3.13558 1.46597 -3.00942  -0.115
C 2.46838 2.56997 -3.76890  -0.202
C 1.60475 3.50769 -2.89079  -0.182
C 0.12096 3.32468 -3.12383  -0.098
C -0.45892 2.12274 -3.30404  -0.108
C 0.15945 0.81025 -2.85272  -0.218
C 1.08144 0.85192 -1.61173  -0.168
C -2.45957 -0.94576 -0.44746  -0.358
H 3.17624 0.33585 -1.20687  0.103
H 4.18505 1.26842 -3.28781  0.105
H 1.88833 2.21526 -4.62521  0.109
H 3.23428 3.16227 -4.27623  0.104
H 1.90439 3.33976 -1.84664  0.112
H 1.87293 4.54158 -3.15387  0.109
H -0.45922 4.26384 -3.13267  0.107
H -1.43732 2.03190 -3.81202  0.085
H 0.66678 0.33759 -3.70520  0.082
H -0.65629 0.10823 -2.62553  0.032
H 0.79362 1.71150 -0.99081  0.124
H 0.86122 -0.02478 -0.96599  0.092
H -3.36396 -1.56876 -0.43356  -0.030
H -2.36876 -0.33422 -1.36175  -0.056
H -2.39988 -0.38059 0.50813  -0.021
O -0.09696 -1.48393 1.62298  -0.160
C -0.33764 -0.53441 2.40192  -0.526
N 0.45823 -0.23216 3.54305  0.119
C -0.18939 0.77456 4.34393  -0.306
C -1.22760 1.29232 3.29777  -0.452
O -1.74969 2.40471 3.41558  0.037
N -1.33940 0.39027 2.27822  0.147
C -0.83442 0.16541 5.59312  -0.161
C -2.21587 0.10331 5.76709  -0.012
C -2.73184 -0.36940 6.97926  -0.081
C -1.88796 -0.81461 7.99549  -0.099
C -0.50510 -0.80950 7.78662  -0.085
C 0.02411 -0.33842 6.58373  -0.040
C 0.78175 1.88580 4.77696  -0.152
C 0.44053 2.73011 5.84348  -0.023
C 1.30663 3.74963 6.23789  -0.080
C 2.49100 3.96536 5.52716  -0.104
C 2.83026 3.13426 4.45143  -0.086
C 1.97829 2.07872 4.08630  -0.029
H 0.92919 -1.01176 3.99240  0.142
H -2.89413 0.46011 4.98931  0.118
H -3.81009 -0.37027 7.12576  0.100
H -2.28847 -1.16474 8.94899  0.099
H 0.18298 -1.14331 8.55778  0.098
H 1.10876 -0.30847 6.42650  0.124
H -0.51155 2.56555 6.35363  0.125
H 1.02499 4.37141 7.08778  0.100
H 3.14651 4.78301 5.82065  0.094
H 3.74814 3.30447 3.88609  0.095
H 2.23866 1.40052 3.26689  0.108



# 2
# C5H10InO3

A structure of composition C5H10InO3 at a distorted geometry (ωB97M-V with the def2-TZVPD basis set, OMol25).

- net charge = +2
- lowest unoccupied orbital energy (alpha / beta) (Eh) = -0.3256 / -0.4651
- HOMO-LUMO gap (alpha / beta) (eV) = 8.3 / 4.5
- spin multiplicity = 2
- strongest force on any atom (eV/Å) = 4.310
- energy relative to the best compared isomer or geometry (same formula, charge and spin) (eV) = 0.878
- E (Eh) = -611.5645

Last column: Löwdin charge in e.
Geometry (Å):
C 2.14364 -1.56616 -0.56629  -0.051
O 2.25737 -0.15021 -0.47820  -0.549
C 1.07255 0.60846 -0.69636  -0.172
H 2.11143 -1.92652 0.46842  0.122
H 1.23072 -1.89319 -1.08109  0.120
H 3.02180 -1.96257 -1.09661  0.100
H 1.26023 1.68994 -0.67272  0.112
H 0.48271 0.22312 -1.54350  0.139
In 3.70907 0.82025 -1.50246  1.174
O -4.17145 -0.29991 0.98957  0.373
C -3.09272 0.19178 1.21545  0.022
C -2.19536 0.74504 0.12632  -0.081
O -0.99865 1.27569 0.63135  -0.072
C 0.10098 0.40891 0.67022  -0.105
H -2.69264 0.27267 2.25306  0.224
H -2.74092 1.55973 -0.37450  0.188
H -2.02633 -0.04302 -0.62733  0.174
H 0.73423 0.68946 1.52108  0.149
H -0.20664 -0.64344 0.76358  0.134



# 3
# C5H14NS2

A cluster of 2 separate species, C5H14NS2 in total at a distorted geometry (ωB97M-V with the def2-TZVPD basis set, OMol25).

- net charge = -1
- lowest unoccupied orbital energy (Eh) = 0.1248
- HOMO-LUMO gap (eV) = 6.3
- strongest force on any atom (eV/Å) = 1.200
- energy relative to the best compared isomer or geometry (same formula, charge and spin) (eV) = 0.000
- E (Eh) = -1050.0651

Last column: Löwdin charge in e.
Geometry (Å):
C 1.08201 2.43056 -0.15873  -0.131
C 0.01818 2.02353 0.83326  -0.372
C 0.56650 1.39319 2.12773  -0.617
S -0.72904 1.07854 3.35832  0.610
H 0.66451 2.83641 -1.08354  0.063
H 1.71257 1.57716 -0.42987  0.071
H 1.77362 3.19635 0.20426  0.059
H -0.68823 2.83180 1.06068  0.088
H -0.64707 1.25600 0.42444  0.044
H 1.26873 2.09084 2.58164  0.054
H 0.95293 0.41972 1.82720  0.034
H -1.21928 -0.01033 2.72913  -0.233
C -0.49547 -2.57117 -1.83043  -0.415
C 0.17048 -2.32908 -0.47662  -0.710
S -0.94717 -1.53078 0.74470  0.275
N -0.97161 -1.28753 -2.35818  -0.061
H -1.27978 -3.31914 -1.72849  0.081
H 0.27998 -2.92419 -2.52469  0.084
H 1.08220 -1.73988 -0.62757  0.039
H 0.44343 -3.29694 -0.05448  0.023
H -1.34307 -0.78131 -1.55534  -0.024
H -1.69441 -1.34376 -3.06343  0.038



# 4
# C6H13BClFN5O

The ion C6H13BClFN5O with charge +1 at a distorted geometry (ωB97M-V with the def2-TZVPD basis set, OMol25).

- net charge = +1
- lowest unoccupied orbital energy (Eh) = -0.1960
- HOMO-LUMO gap (eV) = 8.5
- strongest force on any atom (eV/Å) = 6.721
- E (Eh) = -1169.9450
- SMILES = CC[C@@H](Cl)n1c(B(N)O)nn[n+]1CCF

Last column: Löwdin charge in e.
Geometry (Å):
C 0.12317 -3.11710 -1.01846  -0.122
C -0.41879 -1.54204 -0.95355  -0.223
C 0.83743 -0.60202 -0.47683  -0.565
Cl 2.03630 -0.52599 -1.89265  0.648
N 0.45145 0.74098 0.10258  0.028
C -0.38275 1.79956 -0.58418  0.068
B -1.12908 1.85724 -2.04822  -0.399
N -2.64979 2.14166 -2.03250  0.122
O -0.49051 1.70924 -3.37132  0.068
N -0.52642 2.97639 0.37873  0.114
N 0.17328 2.63291 1.54664  0.150
N 0.71363 1.35073 1.31977  -0.126
C 1.49107 0.74806 2.46932  -0.061
C 0.52998 -0.46583 3.08966  -0.071
F -0.89298 -0.34707 2.59644  -0.135
H -0.74936 -3.90177 -0.82485  0.105
H 0.62190 -3.27167 -2.09162  0.095
H 0.95621 -3.34758 -0.22016  0.083
H -0.66769 -1.24605 -2.07242  0.122
H -1.35596 -1.47666 -0.24769  0.134
H 1.38988 -1.19573 0.39930  0.124
H -3.15681 1.23428 -2.18411  0.097
H -2.85292 2.45298 -1.03794  0.080
H 0.44805 1.36501 -3.30220  0.079
H 1.51115 1.57893 3.32606  0.161
H 2.56521 0.37052 2.19594  0.153
H 0.46141 -0.44395 4.26012  0.147
H 0.96295 -1.47506 2.67414  0.122



Here are the calculated M numbers, same order: 731.83; 232.95; 152.31; 236.47 (g mol⁻¹).